A 7-piece molecular cluster, C2H21B3FNO13P2S overall. Source: the OMol25 dataset; level of theory: the ωB97M-V functional and the def2-TZVPD basis.

Each line ends with the Löwdin charge.
Positions of all 44 atoms, in Å:
C -3.228 0.659 1.271  -0.31
P -1.915 0.828 -0.106  0.93
C -1.840 -0.696 -1.256  -0.32
B -0.192 1.329 0.560  -0.54
O 0.468 2.562 0.001  0.10
B 1.653 1.981 -0.734  -0.36
P 1.722 1.994 -2.656  0.76
N 0.858 3.229 -3.249  -0.20
O 0.944 0.515 -3.193  -0.25
O 3.377 1.934 -3.234  -0.22
O 2.673 1.345 0.166  0.13
B 1.876 0.252 0.831  -0.37
S 2.515 -1.513 0.640  0.96
O 3.565 -1.495 -0.509  -0.32
O 3.041 -2.073 1.984  -0.30
F 1.170 -2.441 0.016  -0.23
O 0.608 0.589 1.571  0.11
H -4.261 0.343 0.821  0.06
H -2.876 -0.034 2.168  0.03
H -3.389 1.735 1.763  0.04
H -0.733 -1.086 -1.462  0.04
H -2.493 -1.613 -0.891  0.06
H -2.310 -0.378 -2.305  0.05
H 0.065 2.860 -3.830  -0.02
H 0.422 0.699 -4.043  0.10
H 3.744 1.036 -2.956  0.09
O -3.521 3.963 0.963  -0.07
H -4.407 4.356 0.930  0.04
H -2.934 4.687 0.699  0.04
O -2.035 2.881 -3.174  -0.09
H -1.739 3.695 -2.740  0.04
H -2.722 3.180 -3.788  0.04
O -2.501 -1.861 3.051  -0.07
H -1.552 -1.667 3.085  0.04
H -2.592 -2.675 3.569  0.05
O 0.648 0.486 4.839  -0.06
H 1.079 0.416 3.974  0.01
H 1.042 -0.232 5.356  0.04
O 3.407 -4.600 -0.765  -0.06
H 3.633 -3.690 -0.521  -0.01
H 4.231 -5.091 -0.627  0.06
O 1.372 -5.828 1.378  -0.07
H 1.249 -4.976 1.823  0.02
H 1.879 -5.605 0.583  0.00

Forces on the atoms, in the same order (eV/Å):
C 0.1 0.2 2.2
P -1.9 0.6 -0.8
C 0.1 -1.5 -1.2
B 1.2 1.3 0.9
O 1.9 -4.7 -1.6
B -0.7 0.9 4.5
P -1.6 0.8 -5.4
N 1.6 -2.5 1.0
O 1.1 1.9 0.2
O -2.7 -1.7 2.0
O -4.2 -2.9 -0.6
B -1.8 5.0 1.1
S 5.2 -3.9 -0.6
O -4.4 -0.1 4.1
O -2.9 2.1 -4.9
F 2.5 2.0 1.6
O 3.2 -0.9 -4.0
H 2.2 0.4 0.8
H -1.2 1.3 -2.2
H 0.5 -2.2 -1.4
H -2.4 0.8 0.5
H 1.5 1.9 -0.4
H 1.2 -0.5 2.4
H 1.0 0.6 0.8
H 1.1 0.0 1.8
H -0.4 1.5 -0.4
O -0.1 0.6 -0.1
H 0.3 -0.2 0.0
H -0.1 -0.3 0.1
O -0.4 0.4 -0.4
H 0.1 -0.3 0.0
H 0.2 -0.1 0.2
O 0.4 -0.5 0.3
H -0.3 0.0 0.0
H 0.0 0.3 -0.2
O 0.3 -0.4 -0.2
H -0.2 0.1 0.2
H -0.1 0.3 -0.1
O 0.3 0.0 0.2
H 0.0 -0.2 -0.2
H -0.3 0.1 -0.1
O 0.0 0.4 0.0
H 0.1 -0.3 -0.2
H 0.0 0.1 0.1

Calculated values
orbital gap = 0.1986 hartree
multiplicity = 1
E_HOMO = -0.28678 hartree
E = -2377.04339 Ha
charge = 0

C2H21O9Sn as an isolated structure. Source: the OMol25 dataset; level of theory: the ωB97M-V functional and the def2-TZVPD basis.

Each line ends with the Löwdin charge.
Positions of all 33 atoms, in Å:
Sn 0.252 0.174 0.012  1.59
C -1.818 -2.532 0.294  -0.13
C -2.486 -1.887 -0.847  -0.45
O -2.153 -0.525 -0.743  -0.42
H -2.138 -3.550 0.456  0.08
H -2.000 -1.941 1.204  0.07
H -0.760 -2.583 0.100  0.03
H -3.510 -1.885 -0.739  0.08
H -2.271 -2.253 -1.845  0.10
O -1.109 2.469 -0.635  -0.13
H -1.455 2.500 -1.547  0.06
H -1.934 2.774 -0.189  0.08
O 0.299 0.827 -2.714  -0.05
H 0.682 1.447 -3.288  0.04
H 0.040 0.074 -3.180  0.02
O -1.493 0.769 2.003  -0.09
H -1.551 1.209 2.846  0.06
H -2.287 0.258 1.935  0.05
O 1.748 2.476 -0.609  -0.10
H 1.517 3.321 -1.003  0.07
H 2.675 2.387 -0.493  0.02
O 1.298 1.635 2.158  -0.12
H 2.188 1.996 1.918  0.07
H 0.945 2.383 2.632  0.05
O 0.947 -1.816 -1.504  -0.12
H 0.440 -1.989 -2.302  0.07
H 1.829 -1.626 -1.867  0.07
O 2.866 -0.107 0.179  -0.09
H 3.495 -0.531 0.717  0.05
H 3.416 0.121 -0.554  0.06
O 0.649 -1.244 2.177  -0.10
H 1.524 -1.423 2.482  0.05
H 0.171 -0.928 2.934  0.05

Forces on the atoms, in the same order (eV/Å):
Sn -3.1 0.0 -0.6
C 0.1 -1.3 0.6
C 1.4 2.4 0.1
O 2.2 1.4 0.0
H -0.2 -0.5 0.3
H 0.0 -0.3 -0.3
H 0.6 0.0 0.2
H -2.7 -0.6 0.2
H 0.4 -0.7 -0.3
O -1.5 0.8 -0.3
H 0.6 -0.5 0.1
H 1.0 -0.5 0.2
O 0.0 0.5 2.7
H 0.8 1.2 -1.4
H -0.8 -1.6 -1.4
O 0.8 0.3 -0.1
H 0.0 0.3 0.5
H -0.9 -0.6 -0.6
O -1.3 -0.3 -0.1
H 0.2 0.1 0.0
H 1.3 0.4 -0.1
O 1.6 0.4 -0.1
H -1.0 -0.7 0.1
H -0.6 0.4 0.3
O 0.8 0.1 -0.5
H -0.5 -0.3 0.1
H -0.2 -0.1 0.4
O -0.7 0.5 -0.4
H 1.1 -1.2 1.7
H 0.4 0.5 -1.3
O -0.4 -0.3 -0.9
H 0.9 -0.3 0.4
H -0.5 0.3 0.5

Calculated values
orbital gap = 0.2512 hartree
multiplicity = 1
E_HOMO = -0.36842 hartree
E = -979.98497 Ha
charge = +1

C2H27FHfO12 as an isolated structure. Source: the OMol25 dataset; level of theory: the ωB97M-V functional and the def2-TZVPD basis.

Each line ends with the Löwdin charge.
Positions of all 43 atoms, in Å:
Hf -38.831 21.206 -9.324  2.34
F -41.208 21.453 -9.251  -0.44
C -40.702 16.779 -9.083  -0.02
C -40.379 17.796 -10.140  -0.25
O -39.657 18.909 -9.507  -0.32
H -41.335 17.125 -8.266  0.07
H -39.926 16.161 -8.631  0.09
H -41.222 16.097 -9.756  0.09
H -41.327 18.143 -10.552  0.10
H -39.820 17.364 -10.970  0.11
O -37.316 19.677 -8.106  -0.09
H -37.195 18.782 -8.423  0.00
H -36.615 19.802 -7.466  0.11
O -38.411 13.843 -7.819  -0.04
H -38.141 14.751 -7.962  -0.01
H -37.658 13.435 -7.391  0.04
O -41.645 18.437 -13.562  -0.05
H -42.308 18.153 -14.191  0.04
H -42.120 18.999 -12.950  0.02
O -42.547 13.538 -8.713  -0.04
H -43.414 13.272 -8.405  0.05
H -42.704 14.349 -9.198  -0.02
O -36.983 17.177 -9.045  0.00
H -37.590 17.177 -9.785  0.04
H -36.119 17.065 -9.443  0.09
O -43.441 15.241 -11.654  -0.02
H -42.691 14.710 -11.922  0.07
H -43.690 15.721 -12.444  0.07
O -41.188 19.396 -6.996  -0.01
H -41.373 18.676 -6.393  0.02
H -40.851 18.970 -7.784  -0.04
O -44.825 16.021 -9.689  -0.06
H -45.625 15.841 -10.183  0.05
H -44.116 15.859 -10.312  -0.05
O -37.913 15.282 -12.061  -0.03
H -37.165 15.878 -12.100  0.03
H -38.623 15.760 -12.491  0.03
O -41.706 16.692 -5.573  -0.03
H -41.327 15.924 -5.147  0.06
H -42.425 16.344 -6.100  0.05
O -43.852 19.053 -9.075  -0.03
H -43.170 18.818 -9.704  -0.01
H -44.405 18.274 -9.018  0.01

Forces on the atoms, in the same order (eV/Å):
Hf -7.7 -7.3 1.6
F 6.1 0.1 -0.3
C 0.0 -0.9 0.1
C -0.1 1.2 0.2
O 2.4 4.0 -0.3
H -0.2 0.0 -0.4
H 0.5 0.4 -0.3
H -0.6 -0.5 0.4
H 0.1 0.4 0.0
H 0.4 0.2 0.1
O -1.5 3.6 -0.7
H -0.2 -2.5 -1.1
H 0.4 0.5 0.6
O -0.3 0.1 -0.1
H 0.2 0.2 0.0
H 0.2 -0.2 0.1
O 0.4 -0.1 0.4
H -0.1 0.0 -0.3
H -0.3 0.2 0.0
O 0.5 0.1 0.0
H -0.3 -0.1 0.1
H -0.3 0.1 -0.1
O -0.1 0.9 0.5
H -0.4 -0.4 -0.3
H 0.5 -0.3 -0.1
O 0.6 0.0 -0.5
H 0.2 -0.4 0.0
H -0.2 0.2 -0.3
O 0.6 0.9 -0.4
H -0.1 -0.6 0.7
H -0.2 -0.1 -0.2
O -0.3 0.7 1.1
H -0.3 -0.1 0.0
H 0.1 -0.2 -0.3
O -0.1 0.2 0.6
H 0.4 0.0 -0.3
H -0.2 0.0 -0.4
O 0.2 0.5 -0.3
H 0.2 -0.2 0.2
H -0.4 -0.2 0.0
O 0.4 0.4 0.1
H 0.0 0.0 -0.1
H -0.4 -0.5 0.0

Calculated values
orbital gap = 0.1068 hartree
multiplicity = 1
E_HOMO = -0.56177 hartree
E = -1142.25964 Ha
charge = +2